88
Properties=species:S:1:pos:R:3 method="wB97M-V/def2-TZVPD" de_lowest_kj_mol=9.4 homo_lumo_gap_ev="8.907 / 6.676" charge=+2 e_homo_ha="-0.527 / -0.527" s_squared=0.755 spin_multiplicity=2
Y 1.139 -0.052 0.965
F 0.369 0.174 3.151
Sb 2.171 0.291 3.998
F 2.443 1.374 2.388
F 1.631 1.807 4.896
F 3.988 0.366 4.303
F 1.670 -0.988 5.218
F 2.418 -1.109 2.623
C -1.185 -2.500 -2.887
C -1.017 -3.521 -1.752
C -2.058 -4.630 -1.919
C 0.407 -4.098 -1.852
P -1.207 -2.573 -0.132
N 0.140 -1.701 0.129
C -2.661 -1.375 -0.226
C -2.326 -0.267 -1.246
C -3.975 -2.042 -0.637
C -2.830 -0.696 1.142
C -1.281 -3.726 1.391
C -0.259 -4.855 1.235
C -0.861 -2.931 2.637
C -2.678 -4.324 1.555
H -0.940 -2.998 -3.826
H -0.510 -1.648 -2.779
H -2.208 -2.140 -2.974
H -1.883 -5.111 -2.884
H -3.080 -4.255 -1.926
H -1.979 -5.404 -1.159
H 0.632 -4.250 -2.909
H 0.503 -5.062 -1.365
H 1.160 -3.420 -1.450
H -2.572 -0.551 -2.266
H -1.280 0.039 -1.219
H -2.921 0.617 -1.004
H -3.929 -2.449 -1.645
H -4.756 -1.279 -0.636
H -4.289 -2.829 0.047
H -1.927 -0.168 1.457
H -3.126 -1.378 1.932
H -3.623 0.049 1.048
H 0.742 -4.481 1.028
H -0.539 -5.584 0.481
H -0.220 -5.382 2.191
H 0.196 -2.657 2.584
H -0.980 -3.581 3.506
H -1.450 -2.037 2.818
H -3.042 -4.797 0.644
H -3.416 -3.605 1.900
H -2.609 -5.105 2.316
N 0.134 1.843 0.547
S 0.610 3.034 -0.448
C -0.780 3.366 -1.511
C -0.641 3.075 -2.858
C -1.737 3.242 -3.698
C -2.942 3.689 -3.179
C -3.065 3.978 -1.822
C -1.981 3.820 -0.977
C 0.663 4.523 0.542
C 0.576 5.758 -0.090
C 0.668 6.905 0.681
C 0.847 6.812 2.056
C 0.947 5.571 2.668
C 0.864 4.411 1.909
H -0.675 2.156 1.085
H 0.307 2.730 -3.252
H -1.644 3.033 -4.754
H -3.791 3.826 -3.834
H -4.005 4.341 -1.427
H -2.066 4.069 0.074
H 0.425 5.830 -1.159
H 0.593 7.874 0.206
H 0.909 7.712 2.652
H 1.092 5.500 3.737
H 0.955 3.441 2.380
C 4.529 1.957 -1.269
P 4.350 0.345 -0.520
C 5.252 0.342 1.019
C 5.079 -0.874 -1.599
O 2.859 0.030 -0.317
H 5.573 2.158 -1.508
H 4.168 2.719 -0.577
H 3.938 1.989 -2.185
H 6.308 0.533 0.820
H 5.151 -0.629 1.506
H 4.868 1.119 1.679
H 6.126 -0.640 -1.791
H 4.533 -0.889 -2.543
H 5.010 -1.856 -1.131